This record from the Open Molecules 2025 dataset describes a 2-piece molecular cluster, C5H10NO overall. The level of theory is ωB97M-V with the def2-TZVPD basis set.

Geometry (Å):
C: -0.19986 2.14964 -1.74968
C: 0.81349 1.30337 -1.76718
O: 1.40478 0.87945 -0.54479
H: -0.64486 2.43604 -2.68968
H: -0.53604 2.50042 -0.78427
H: 1.27431 0.78121 -2.59274
H: 2.11692 1.47652 -0.31972
C: -1.16472 -1.53354 0.97180
C: -1.67377 -1.77171 -0.22944
C: 0.54113 -0.49800 2.25085
N: 0.01774 -0.76835 1.12462
H: -1.53989 -1.93927 1.90200
H: -1.18006 -1.40186 -1.11851
H: -2.56368 -2.37483 -0.31993
H: 1.38736 0.16947 2.32429
H: 0.09935 -0.91435 3.14742
H: 0.44491 -0.37267 0.25424

Cartesian forces (eV/Å) of the 3 atoms listed first:
0.6 -0.7 -0.2
0.1 -0.2 0.7
-0.5 -0.1 -0.3

## Properties
E_LUMO: -4.98 eV
2S+1: 1
F_max: 0.91 eV/Å
M: 100.1 g/mol
Charge: +1
Relative energy (zero: lowest compared OMol25 entry of this formula, charge and spin): 60.2 kcal per mole
Calculated total energy: -8875.96766 eV